Entry 1:
7
Properties=species:S:1:pos:R:3:nbo_charge:R:1 method="wB97M-V/def2-TZVPD" e_tot_ha=-853.4561 multiplicity=3 e_lumo_ev="-1.18 / -5.17" homo_ev="-9.51 / -12.29"
N -0.8258 -0.2773 0.5897 0.21
O 0.0995 1.3259 -0.3865 -0.52
O -1.2617 0.2166 1.5342 -0.16
O 1.1673 -0.5942 -1.5877 -0.80
O 1.8132 -0.2123 0.6889 -0.82
F -1.9392 -0.4546 -0.4891 -0.30
S 0.9467 -0.0041 -0.3495 2.39

---

Entry 2:
5
Properties=species:S:1:pos:R:3:nbo_charge:R:1 method="wB97M-V/def2-TZVPD" e_tot_ha=-1046.6998 total_charge=-1 e_lumo_ev="1.10 / 1.48" homo_ev="-4.40 / -4.81"
O 0.6112 1.2236 0.4550 -0.99
O 1.1421 -1.1025 0.9685 -0.99
F 0.9196 -0.3478 -1.3736 -0.59
S -3.0270 0.3596 -0.2448 -0.28
S 0.3541 -0.1330 0.1949 1.85

---

Entry 3:
16
Properties=species:S:1:pos:R:3:nbo_charge:R:1 method="wB97M-V/def2-TZVPD" e_tot_ha=-680.0009 total_charge=-1 e_lumo_ev=3.35 homo_ev=-4.91
I -1.2835 -0.1780 1.0196 -0.96
O 2.0193 -1.9289 0.8764 -0.98
H 2.7472 -1.3703 1.1904 0.47
H 1.1792 -1.7019 1.2030 0.50
O -1.9380 -2.9344 -1.2389 -0.96
H -1.7775 -2.5747 -0.3836 0.49
H -1.3489 -2.4578 -1.8148 0.46
O 0.9652 -0.1138 -1.7451 -0.97
H 1.0836 -1.0682 -1.6467 0.47
H 0.0964 0.0540 -1.3527 0.49
O 1.6824 2.0951 0.7013 -0.94
H 2.0282 2.1195 1.5948 0.45
H 1.2430 1.2644 0.7922 0.48
O -2.2887 3.2729 0.4062 -0.98
H -1.9019 3.1215 -0.4564 0.47
H -2.5060 2.4007 0.8543 0.50

---

Entry 4:
16
Properties=species:S:1:pos:R:3:nbo_charge:R:1 method="wB97M-V/def2-TZVPD" e_tot_ha=-680.0216 total_charge=-1 e_lumo_ev=3.31 homo_ev=-5.11
I -1.0792 -0.1735 0.2831 -0.94
O 0.2515 3.3014 -0.3900 -0.97
H -0.2954 2.7375 0.1661 0.48
H 1.1429 3.1370 -0.0713 0.48
O -1.8459 -0.9005 -3.0664 -0.97
H -1.5894 -1.6846 -2.5765 0.47
H -1.7527 -0.1878 -2.4232 0.49
O 1.9405 -1.4600 -1.4816 -0.97
H 1.0694 -1.2579 -1.1180 0.49
H 1.8496 -1.2937 -2.4225 0.46
O 2.0315 1.4310 1.2554 -0.98
H 1.1710 1.0059 1.1304 0.50
H 2.6023 0.9931 0.6191 0.47
O -1.8951 -1.7049 3.7103 -0.96
H -1.8324 -1.3012 2.8367 0.50
H -1.7684 -2.6418 3.5483 0.46

---

Entry 5:
16
Properties=species:S:1:pos:R:3:nbo_charge:R:1 method="wB97M-V/def2-TZVPD" e_tot_ha=-389.6047 total_charge=+1 e_lumo_ev=-3.46 homo_ev=-14.32
Li 0.4459 0.5742 -0.3369 0.91
O 2.1521 1.3150 -1.1668 -0.98
H 2.5070 1.1177 -2.0410 0.50
H 2.9260 1.3925 -0.5964 0.50
O 0.7838 0.3599 1.7770 -0.98
H 0.6307 1.0244 2.4578 0.50
H 1.2704 -0.3429 2.2213 0.50
O -0.0572 -1.2425 -0.8970 -0.99
H -0.5966 -1.4563 -1.6700 0.51
H 0.3788 -2.0708 -0.6572 0.51
O -1.2004 1.7487 -0.3141 -0.99
H -1.5563 2.2459 -1.0589 0.50
H -1.8700 1.8143 0.3762 0.51
O -2.1156 -1.9780 0.9252 -0.95
H -2.3199 -2.8558 0.5885 0.47
H -1.3786 -1.6465 0.3922 0.46

---

Entry 6:
16
Properties=species:S:1:pos:R:3:nbo_charge:R:1 method="wB97M-V/def2-TZVPD" e_tot_ha=-389.5691 total_charge=+1 e_lumo_ev=-3.31 homo_ev=-15.72
Li 0.1410 0.0068 0.0359 0.90
O -1.4530 1.3628 0.4889 -1.00
H -2.2960 1.1048 0.7759 0.51
H -1.1980 2.3158 0.6349 0.52
O -0.9260 -0.3912 -1.8771 -1.01
H -1.7850 0.0268 -1.4951 0.51
H -0.9300 -0.7262 -2.7501 0.51
O 1.2910 0.1728 2.0129 -0.95
H 1.5710 0.7408 2.7479 0.51
H 1.9280 -0.3222 1.7119 0.46
O 1.7730 0.3928 -1.0661 -0.94
H 2.5550 0.7098 -0.6561 0.48
H 1.6460 1.1308 -1.5731 0.48
O -0.7620 -1.8572 0.4669 -0.97
H -1.2450 -2.0552 -0.2721 0.49
H -0.3100 -2.6122 0.8149 0.50

---

Entry 7:
16
Properties=species:S:1:pos:R:3:nbo_charge:R:1 method="wB97M-V/def2-TZVPD" e_tot_ha=-1103.3038 e_lumo_ev=0.44 homo_ev=-9.48
S -1.1854 -0.2201 -1.4524 -0.11
S -1.0762 0.4948 -3.3568 -0.15
H -1.3521 0.9517 -0.7768 0.13
H -2.3256 0.5890 -3.8610 0.12
H 4.1916 1.7123 4.1332 0.47
H 4.9077 2.8700 3.5242 0.48
O 4.0440 2.5338 3.7046 -0.94
H 0.4695 -0.7295 1.1785 0.49
H -0.3314 -1.0831 2.4388 0.48
O -0.4075 -0.7864 1.5384 -0.96
H -3.2386 -3.6092 0.9797 0.46
H -1.9681 -2.7996 0.9868 0.48
O -2.2873 -3.6863 1.2292 -0.94
H 2.3407 2.0701 1.2344 0.47
H 2.6514 1.5365 2.5465 0.48
O 2.6630 1.2387 1.6363 -0.95

---

Entry 8:
15
Properties=species:S:1:pos:R:3:nbo_charge:R:1 method="wB97M-V/def2-TZVPD" e_tot_ha=-382.1940 e_lumo_ev=0.53 homo_ev=-10.57
O 1.4616 -1.3384 -0.2233 -0.96
H 0.6065 -1.4530 -0.6193 0.50
H 1.4349 -1.8147 0.5916 0.48
O -1.2441 -1.2617 0.6066 -1.00
H -2.0635 -0.9315 0.2752 0.51
H -1.3765 -2.0472 1.1701 0.48
O -2.6806 0.6106 -0.3316 -0.99
H -1.9761 1.2354 -0.6588 0.52
H -3.5283 0.9542 -0.6217 0.48
O -0.0801 1.5874 0.1622 -1.01
H -0.3566 0.6650 0.2642 0.48
H 0.9320 1.4913 -0.0770 0.51
O 2.7283 1.0913 -0.3301 -0.98
H 2.5841 0.0707 -0.3721 0.51
H 3.5585 1.1406 0.1641 0.47

---

Entry 9:
15
Properties=species:S:1:pos:R:3:nbo_charge:R:1 method="wB97M-V/def2-TZVPD" e_tot_ha=-382.1871 e_lumo_ev=-0.07 homo_ev=-10.54
O -2.6344 -0.6086 -0.6419 -0.98
H -3.4964 -1.0146 -0.3879 0.48
H -2.1514 -0.4406 0.1921 0.49
O -0.0294 -0.7986 -1.5689 -0.94
H -0.8714 -0.9536 -1.2279 0.49
H -0.0544 0.1274 -1.8029 0.47
O -0.9064 0.3094 1.2371 -0.95
H -0.7214 1.2284 0.9591 0.51
H -1.4844 0.4174 1.9931 0.49
O 1.4806 -0.6786 0.5771 -0.99
H 0.6066 -0.4076 0.9511 0.48
H 1.1056 -0.8946 -0.2539 0.49
O 2.8676 1.5754 -0.1259 -0.98
H 3.7786 1.3844 -0.1369 0.46
H 2.5106 0.7544 0.2371 0.49

---

Entry 10:
15
Properties=species:S:1:pos:R:3:nbo_charge:R:1 method="wB97M-V/def2-TZVPD" e_tot_ha=-382.2021 e_lumo_ev=0.58 homo_ev=-11.29
O 1.7286 -0.2209 1.9204 -0.99
H 1.2224 0.6460 1.9333 0.51
H 2.6076 0.0951 2.1922 0.47
O -1.5305 1.4700 -1.3743 -0.97
H -1.7233 0.5196 -1.5283 0.51
H -2.3533 1.8131 -0.9619 0.47
O 0.6963 -2.1349 0.1203 -0.96
H 1.2276 -1.4309 0.4676 0.50
H 0.1716 -2.2009 0.9198 0.47
O -1.0072 -1.4953 -2.0367 -0.97
H -0.5745 -1.5035 -1.1691 0.49
H -0.2037 -1.4216 -2.5877 0.47
O 0.1318 1.7307 0.8726 -0.99
H -0.0773 2.5910 1.1669 0.47
H -0.3163 1.5425 0.0649 0.51

---

Entry 11:
15
Properties=species:S:1:pos:R:3:nbo_charge:R:1 method="wB97M-V/def2-TZVPD" e_tot_ha=-382.1929 e_lumo_ev=0.48 homo_ev=-10.84
O -2.8983 -18.6264 -5.0313 -0.95
H -2.2286 -19.0198 -5.5988 0.47
H -2.6190 -17.7092 -4.9232 0.48
O -0.9523 -12.2903 -3.2836 -0.94
H -0.8488 -11.7284 -4.0608 0.48
H -1.6805 -11.9011 -2.7873 0.47
O -3.7664 -16.3494 -3.3774 -0.97
H -4.3900 -16.8343 -3.9324 0.49
H -3.8765 -16.7221 -2.4974 0.49
O 0.3002 -13.7603 -6.3648 -0.96
H 0.7118 -14.6013 -6.5794 0.46
H -0.4072 -13.9898 -5.7460 0.49
O -2.1733 -14.5602 -4.8893 -1.00
H -2.8182 -15.0605 -4.3615 0.50
H -1.9771 -13.7733 -4.3626 0.48

---

Entry 12:
15
Properties=species:S:1:pos:R:3:nbo_charge:R:1 method="wB97M-V/def2-TZVPD" e_tot_ha=-382.1767 e_lumo_ev=0.07 homo_ev=-10.70
O -1.2277 -0.5949 -0.0714 -0.95
H -2.1097 -0.5349 -0.4274 0.49
H -0.6617 -0.9019 -0.7694 0.49
O 0.8453 0.9561 1.0536 -0.96
H -0.0127 0.6081 0.8286 0.49
H 0.7063 1.8811 1.1026 0.48
O -0.8967 2.6541 -0.9854 -0.97
H -1.1297 3.4941 -1.4564 0.49
H -0.2577 2.1151 -1.4324 0.48
O 2.9523 -0.2219 -0.1684 -0.94
H 2.0183 -0.1359 -0.0044 0.48
H 2.9793 -0.5609 -1.0684 0.45
O -0.6967 -2.9999 1.1626 -0.97
H -1.0417 -2.1109 0.9676 0.49
H -1.4667 -3.6469 1.2686 0.47

---

Entry 13:
15
Properties=species:S:1:pos:R:3:nbo_charge:R:1 method="wB97M-V/def2-TZVPD" e_tot_ha=-382.1741 e_lumo_ev=0.51 homo_ev=-11.31
O 18.3084 4.1955 5.0783 -0.95
H 17.4062 4.5130 5.0396 0.47
H 18.8109 4.9402 5.4085 0.47
O 16.8692 9.6642 1.8511 -0.94
H 17.4015 9.3405 1.1244 0.47
H 16.6267 8.8777 2.3398 0.47
O 18.8873 7.2857 8.9566 -0.94
H 18.3807 7.5886 9.7101 0.47
H 19.6863 6.9198 9.3360 0.47
O 18.4639 1.5983 1.6348 -0.94
H 18.3849 1.8656 2.5505 0.47
H 19.3290 1.9089 1.3679 0.47
O 14.3716 6.5053 4.7217 -0.94
H 13.9831 6.8402 5.5298 0.47
H 13.6293 6.3894 4.1286 0.47

---

Entry 14:
15
Properties=species:S:1:pos:R:3:nbo_charge:R:1 method="wB97M-V/def2-TZVPD" e_tot_ha=-382.1506 e_lumo_ev=0.25 homo_ev=-10.99
H -1.0475 1.7642 0.3476 0.46
H 0.0287 1.1414 -0.3581 0.46
H 3.4247 3.4319 0.7184 0.47
H 3.1848 2.0837 1.4496 0.47
H 1.6030 -2.3206 2.7420 0.46
H 0.4451 -2.7737 1.8827 0.47
H -1.7466 -3.5569 -2.1689 0.47
H -1.9054 -2.3429 -1.2676 0.47
H -1.9145 2.6676 -2.1270 0.46
H -2.0908 1.3095 -2.5501 0.47
O -0.7029 0.8673 0.1108 -0.92
O 3.3210 3.0456 1.5847 -0.94
O 1.1937 -3.0527 2.4289 -0.93
O -2.4072 -2.9545 -1.7974 -0.94
O -1.4023 1.9187 -2.1607 -0.93

---

Entry 15:
15
Properties=species:S:1:pos:R:3:nbo_charge:R:1 method="wB97M-V/def2-TZVPD" e_tot_ha=-381.7908 total_charge=+1 multiplicity=2 e_lumo_ev="-3.42 / -11.35" homo_ev="-15.54 / -14.76"
O 1.4918 -0.0116 -2.0220 -0.86
H 1.9970 0.0312 -1.2101 0.47
H 0.7187 -0.5291 -1.7966 0.47
O 0.0789 -0.3415 0.8801 -0.72
H 0.3653 0.5718 0.8676 0.53
H -0.4601 -0.4348 0.0946 0.51
O -1.2735 -0.6005 -1.6592 -0.98
H -2.1205 -0.8350 -2.0385 0.51
H -1.1884 0.3385 -1.8242 0.49
O -1.6627 -1.7424 2.4667 -0.45
H -0.8675 -1.3681 2.0873 0.50
H -1.4529 -2.6668 2.5998 0.50
O 1.2430 2.2128 0.5956 -0.98
H 1.9821 2.5562 1.0975 0.50
H 1.1488 2.8196 -0.1386 0.50

---

Entry 16:
16
Properties=species:S:1:pos:R:3:nbo_charge:R:1 method="wB97M-V/def2-TZVPD" e_tot_ha=-553.2045 total_charge=+3 e_lumo_ev=-20.28 homo_ev=-24.62
Tl 0.5004 1.5842 0.2989 1.72
O 2.3120 -0.4349 -0.7760 -0.76
H 2.6225 -0.1477 -1.6347 0.52
H 3.0298 -0.9623 -0.4253 0.54
O 0.7148 -0.6836 1.9805 -0.86
H -0.0038 -1.2729 2.2095 0.52
H 1.4550 -0.9936 2.5024 0.54
O -1.9645 1.1049 1.8528 -0.81
H -2.0076 0.6705 2.7047 0.53
H -2.8410 1.4673 1.7236 0.54
O -1.0847 -0.8158 -0.3881 -0.76
H -1.9067 -1.0817 0.0240 0.53
H -1.0507 -1.3184 -1.2020 0.53
O 0.1227 1.0023 -2.5713 -0.84
H 0.2507 0.2127 -3.0971 0.53
H -0.1488 1.6692 -3.2019 0.54

---

Entry 17:
16
Properties=species:S:1:pos:R:3:nbo_charge:R:1 method="wB97M-V/def2-TZVPD" e_tot_ha=-362.3022 e_lumo_ev=0.41 homo_ev=-10.54
N 1.4592 1.1240 0.8902 -1.08
H 1.9581 1.7863 0.3066 0.39
H 0.4756 1.3700 0.8493 0.35
H 1.5645 0.2128 0.4535 0.34
H -1.5251 -0.1321 -1.9309 0.49
H -0.3758 0.2171 -1.0124 0.46
O -0.9526 0.5921 -1.6581 -0.95
H -1.3572 -2.4375 0.3875 0.49
H -2.7144 -2.9053 -0.1345 0.47
O -1.8166 -2.6832 -0.4100 -0.96
H 0.3385 -1.3799 1.9914 0.48
H 0.2650 -2.7440 2.6587 0.48
O -0.2478 -2.0964 2.1708 -0.95
H 0.6776 2.3188 -1.3879 0.48
H 0.8931 3.7858 -1.5736 0.47
O 1.3579 2.9716 -1.6009 -0.94

---

Entry 18:
16
Properties=species:S:1:pos:R:3:nbo_charge:R:1 method="wB97M-V/def2-TZVPD" e_tot_ha=-362.3152 e_lumo_ev=0.83 homo_ev=-10.67
N 0.5851 1.1736 -3.4325 -1.07
H -0.2784 1.6007 -3.7527 0.36
H 1.1287 1.9782 -3.1364 0.36
H 0.9857 0.8006 -4.2805 0.36
H -0.2729 -0.8841 3.6077 0.47
H -0.0220 -0.9883 2.1044 0.51
O 0.0952 -0.4005 2.8671 -0.98
H -1.5555 -2.9122 1.6259 0.47
H -0.6240 -2.5853 0.3890 0.50
O -0.6503 -2.8170 1.3235 -0.97
H 0.6004 -0.3340 -1.0900 0.49
H 0.0338 0.1466 0.1736 0.49
O 0.3296 -0.6854 -0.2289 -0.99
H 0.4337 2.5212 1.1663 0.48
H -0.5419 1.4895 1.7454 0.50
O -0.2472 1.8964 0.9181 -0.97

---

Entry 19:
17
Properties=species:S:1:pos:R:3:nbo_charge:R:1 method="wB97M-V/def2-TZVPD" e_tot_ha=-781.0455 total_charge=-1 e_lumo_ev=3.53 homo_ev=-4.21
S -0.0001 1.8258 -1.3971 -1.02
H -0.2028 2.5812 -2.5151 0.12
H -0.7017 -1.4739 -2.1861 0.46
H -0.9722 0.0506 -1.8793 0.50
O -1.3835 -0.8605 -2.0086 -1.03
H 0.5597 -1.2826 1.9016 0.48
H 1.1852 -2.0962 0.8500 0.45
O 0.9116 -2.1746 1.7474 -0.93
H 1.9430 -0.5790 0.2097 0.44
H 2.1301 0.6653 -0.7533 0.51
O 2.5769 -0.0789 -0.2991 -0.98
H 0.7738 2.7561 2.2499 0.47
H 0.7482 1.4691 1.4234 0.49
O 0.5971 1.8246 2.3021 -0.96
H -3.0458 -0.1727 0.2355 0.47
H -2.2503 -1.3473 -0.2948 0.50
O -2.8691 -1.1070 0.4140 -0.98

---

Entry 20:
17
Properties=species:S:1:pos:R:3:nbo_charge:R:1 method="wB97M-V/def2-TZVPD" e_tot_ha=-458.0584 total_charge=-1 e_lumo_ev=3.07 homo_ev=-4.53
O 0.6903 0.5364 -0.3483 -1.13
H 1.4644 0.2830 0.1690 0.41
O -0.2316 2.6186 0.4698 -1.18
H -0.0370 3.2256 -0.2506 0.42
H 0.3531 1.5401 0.1408 0.49
O -0.7952 -0.6208 -3.5635 -0.96
H -0.3298 -0.3426 -2.7610 0.50
H -0.8500 -1.5780 -3.4900 0.45
O 2.4060 -2.5601 0.9237 -0.95
H 3.0410 -1.9543 0.5197 0.46
H 1.6389 -1.9607 0.9540 0.48
O -4.1932 -2.2928 -0.2154 -0.93
H -4.6909 -2.2305 -1.0397 0.46
H -3.2903 -2.1690 -0.5395 0.48
O 1.9991 2.2959 2.8660 -0.97
H 1.1103 2.4429 2.5122 0.51
H 2.5182 2.4323 2.0659 0.46

---

What are the ΔE to the lowest compared entry with this formula, charge and spin values for these records? In order: 49.2, 64.2, 13.0, 0.0, 7.3, 29.6, 16.6, 19.0, 23.3, 13.9, 19.7, 29.8, 31.4, 46.2, 17.7, 39.6, 22.4, 14.3, 26.3, 38.1 kcal/mol.